27
Properties=species:S:1:pos:R:3 method="wB97M-V/def2-TZVPD" homo_energy_ev=-9.038 de_lowest_kcal_mol=22.5 homo_lumo_gap_ev=9.358 smiles="O=C(O)[C@H](CS)C1CCNCC1" total_energy_ha=-917.188563
S 1.614 2.790 -0.446
O 2.635 -1.540 0.917
O 2.351 -2.060 -1.342
N -2.622 0.034 -0.565
C -0.916 0.976 0.928
C -1.824 1.226 -0.231
C -1.701 -1.125 -0.865
C -0.020 -0.245 0.611
C 1.137 -0.130 -0.445
C -0.825 -1.501 0.289
C 2.165 1.088 0.115
C 2.022 -1.428 -0.317
H 1.571 2.598 -1.883
H -2.395 -1.987 -1.098
H 2.035 1.153 1.213
H -0.236 -2.350 -0.038
H -1.103 -0.975 -1.823
H -1.174 1.428 -1.167
H 1.988 -1.165 1.675
H -0.236 1.862 1.299
H 0.421 -0.433 1.593
H -2.583 2.026 -0.026
H -3.139 -0.249 0.247
H 3.171 0.962 -0.151
H 0.788 0.057 -1.448
H -1.547 0.876 1.892
H -1.578 -1.887 1.068